C15H34ClLuNO4Si2 as an isolated structure at a distorted geometry, computed with wB97M-V/def2-TZVPD.

```
58
Properties=species:S:1:pos:R:3:nbo_charge:R:1
C -4.136 -0.439 -1.939 -0.614
C -5.516 -1.045 -2.397 -0.389
C -5.405 -2.475 -3.031 -0.380
C -4.167 -3.323 -2.539 -0.378
C -2.943 -3.141 -3.531 -0.377
C -1.562 -3.188 -2.759 -0.373
C -0.923 -1.765 -2.556 -0.403
C 0.495 -2.020 -1.892 -0.398
C 0.711 -1.203 -0.573 -0.393
C 2.266 -0.990 -0.392 -0.389
C 2.793 -1.165 1.077 -0.901
Si 2.047 0.017 2.345 1.545
C 3.104 1.598 2.638 -0.564
O 3.206 2.426 1.411 -0.771
C 4.323 3.404 1.439 -0.145
C 4.249 4.447 2.599 -0.480
C 3.941 5.915 2.076 -0.622
O 0.434 0.521 2.024 -1.274
Si -0.659 0.272 3.321 1.731
Cl -2.378 1.453 3.189 -0.314
O 0.074 0.565 4.843 -0.728
N -0.064 1.883 5.275 0.423
O 1.001 2.381 5.403 -0.261
H -3.380 -0.543 -2.739 0.207
H -4.282 0.639 -1.743 0.224
H -3.798 -0.913 -0.996 0.199
H -5.897 -0.373 -3.187 0.233
H -6.200 -1.123 -1.532 0.237
H -6.367 -3.002 -2.868 0.264
H -5.293 -2.327 -4.126 0.222
H -3.900 -3.107 -1.490 0.203
H -4.452 -4.390 -2.583 0.242
H -3.001 -3.995 -4.234 0.245
H -2.998 -2.209 -4.122 0.213
H -0.881 -3.814 -3.379 0.250
H -1.676 -3.604 -1.740 0.211
H -0.860 -1.278 -3.542 0.226
H -1.537 -1.207 -1.824 0.212
H 0.578 -3.089 -1.612 0.232
H 1.314 -1.805 -2.607 0.223
H 0.255 -0.187 -0.641 0.161
H 0.260 -1.734 0.288 0.224
H 2.755 -1.788 -0.993 0.262
H 2.585 -0.028 -0.879 0.151
H 3.890 -0.958 1.044 0.265
H 2.683 -2.202 1.440 0.297
H 2.041 -0.680 3.646 -0.114
H 2.550 2.186 3.402 0.261
H 4.097 1.266 2.991 0.289
H 4.335 3.963 0.442 0.202
H 5.282 2.858 1.541 0.292
H 5.236 4.475 3.095 0.280
H 3.489 4.227 3.369 0.246
H 2.836 6.041 2.150 0.201
H 4.369 6.605 2.821 0.290
H 4.311 6.094 1.053 0.221
H -1.070 -1.139 3.295 -0.148
Lu 1.837 3.016 0.227 2.234
```

The value obtained for the frontier orbital gap is 1.8 eV. The spin multiplicity is 1. The calculation puts the HOMO energy at -16.32 eV. Its net charge is +3.


A 5-piece molecular cluster, C15H34N4O5 overall, computed with wB97M-V/def2-TZVPD.

```
58
Properties=species:S:1:pos:R:3:nbo_charge:R:1
C 2.595 -4.003 4.152 0.521
O 3.631 -4.633 4.219 -0.624
N 1.697 -3.888 5.170 -0.446
C 0.369 -3.406 4.854 -0.413
C 1.886 -4.661 6.375 -0.417
H 2.279 -3.444 3.258 0.151
H 0.391 -2.352 4.561 0.210
H -0.262 -3.466 5.738 0.205
H -0.104 -3.959 4.039 0.194
H 2.951 -4.837 6.502 0.238
H 1.480 -4.119 7.228 0.193
H 1.399 -5.643 6.326 0.184
C 1.467 -0.971 1.009 0.530
O 1.849 -2.066 1.383 -0.646
N 1.247 -0.656 -0.282 -0.430
C 0.775 0.645 -0.665 -0.401
C 1.522 -1.633 -1.308 -0.418
H 1.261 -0.126 1.686 0.134
H 0.362 1.181 0.181 0.235
H 0.008 0.570 -1.439 0.194
H 1.589 1.218 -1.132 0.175
H 2.585 -1.897 -1.313 0.212
H 1.008 -2.572 -1.082 0.216
H 1.217 -1.258 -2.278 0.198
C -3.551 -0.690 -0.789 0.538
O -2.728 0.180 -0.577 -0.635
N -3.496 -1.580 -1.804 -0.429
C -4.438 -2.662 -1.926 -0.406
C -2.400 -1.568 -2.748 -0.418
H -4.461 -0.816 -0.182 0.113
H -3.921 -3.622 -2.018 0.200
H -5.075 -2.548 -2.809 0.195
H -5.079 -2.742 -1.049 0.215
H -2.812 -1.579 -3.763 0.197
H -1.791 -0.685 -2.596 0.232
H -1.807 -2.480 -2.642 0.198
C 0.837 3.533 1.095 0.529
O 1.044 2.745 2.001 -0.639
N 1.746 3.978 0.216 -0.427
C 1.405 4.950 -0.813 -0.404
C 3.097 3.460 0.236 -0.423
H -0.178 3.933 0.915 0.113
H 2.146 5.752 -0.822 0.203
H 0.450 5.416 -0.583 0.217
H 1.386 4.482 -1.799 0.199
H 3.366 3.088 -0.760 0.192
H 3.817 4.249 0.468 0.200
H 3.157 2.648 0.952 0.245
C -0.441 2.255 -4.210 -0.719
C -1.241 3.437 -3.722 0.595
O -0.920 4.571 -3.987 -0.549
C -2.421 3.143 -2.835 -0.727
H -0.259 1.573 -3.376 0.219
H 0.507 2.599 -4.609 0.235
H -1.047 1.727 -4.947 0.234
H -2.971 2.238 -3.093 0.226
H -3.085 4.003 -2.790 0.237
H -2.037 2.990 -1.819 0.247
```

The value obtained for the frontier orbital gap is 9.1 eV. The spin multiplicity is 1. The calculation puts the HOMO energy at -8.68 eV. The SMILES is CN(C)C=O.CN(C)C=O.CN(C)C=O.CN(C)C=O.CC(C)=O.


A 2-piece molecular cluster, C15H35B3O7 overall at a distorted geometry, computed with wB97M-V/def2-TZVPD.

```
60
Properties=species:S:1:pos:R:3:nbo_charge:R:1
C -0.802 6.029 4.088 -0.610
C -1.534 5.131 3.090 -0.390
C -1.542 3.654 3.509 -0.392
C -2.502 3.382 4.661 -0.403
C -2.525 1.939 5.215 -0.391
C -2.026 0.821 4.282 -0.410
C -0.540 0.438 4.446 -0.401
C 0.397 0.736 3.272 -0.378
C -0.130 0.330 1.889 -0.799
B 0.875 0.670 0.742 1.197
O 2.001 1.460 0.940 -0.887
B 2.016 2.538 0.087 0.978
O 1.563 2.390 -1.206 -0.886
B 0.755 1.294 -1.476 1.297
O 0.091 1.260 -2.674 -0.907
O 0.635 0.256 -0.568 -0.902
H -1.421 6.237 4.959 0.203
H -0.453 6.953 3.635 0.213
H 0.081 5.502 4.457 0.198
H -2.548 5.483 2.898 0.197
H -0.992 5.181 2.143 0.195
H -1.791 3.059 2.630 0.192
H -0.532 3.418 3.851 0.194
H -2.186 4.036 5.478 0.200
H -3.511 3.711 4.409 0.197
H -3.571 1.701 5.417 0.204
H -2.016 1.873 6.175 0.197
H -2.611 -0.062 4.545 0.208
H -2.287 1.041 3.249 0.198
H -0.457 -0.617 4.707 0.202
H -0.158 0.981 5.315 0.202
H 0.698 1.781 3.238 0.204
H 1.316 0.169 3.437 0.205
H -1.021 0.916 1.635 0.233
H -0.417 -0.722 1.848 0.243
H 2.362 3.619 0.439 -0.105
H -0.857 1.179 -2.573 0.503
C 1.526 -1.551 -2.698 -0.259
O 2.075 -2.732 -3.256 -0.551
C 1.771 -3.932 -2.581 -0.084
C 0.996 -4.951 -3.402 -0.079
O -0.263 -4.552 -3.910 -0.541
C -0.351 -3.544 -4.901 -0.080
C 0.275 -3.830 -6.255 -0.086
O 1.676 -4.014 -6.239 -0.548
C 2.154 -5.255 -6.709 -0.248
H 2.285 -1.036 -2.104 0.170
H 1.223 -0.900 -3.517 0.196
H 0.653 -1.755 -2.078 0.179
H 1.224 -3.726 -1.654 0.166
H 2.718 -4.411 -2.302 0.177
H 0.767 -5.768 -2.711 0.184
H 1.620 -5.387 -4.184 0.170
H -0.020 -2.579 -4.513 0.176
H -1.424 -3.446 -5.091 0.184
H 0.066 -2.953 -6.879 0.180
H -0.224 -4.688 -6.717 0.167
H 1.373 -6.021 -6.718 0.169
H 2.959 -5.590 -6.051 0.182
H 2.561 -5.149 -7.719 0.175
```

The value obtained for the frontier orbital gap is 9.2 eV. The spin multiplicity is 1. The calculation puts the HOMO energy at -8.98 eV. The SMILES is CCCCCCCCCB1OBOB(O)O1.COCCOCCOC.


C15H35Cl22InN as an isolated structure at a distorted geometry, computed with wB97M-V/def2-TZVPD.

```
74
Properties=species:S:1:pos:R:3:mulliken_charge:R:1
N 0.311 -5.351 1.856 -0.478
C -0.836 -4.561 1.399 -0.485
C -1.001 -3.181 2.093 0.075
C 0.330 -2.370 2.207 -0.323
C 0.509 -1.435 0.966 -1.000
In 2.037 -2.107 -0.526 0.459
H 1.052 -5.376 1.175 0.265
H 0.624 -4.984 2.739 0.223
H -0.838 -4.398 0.314 0.280
H -1.744 -5.149 1.639 0.097
H -1.737 -2.612 1.504 0.339
H -1.428 -3.270 3.114 -0.437
H 1.190 -3.020 2.408 0.460
H 0.187 -1.713 3.088 0.194
H 0.821 -0.451 1.337 0.436
H -0.457 -1.284 0.481 0.067
H 1.169 -2.288 -2.115 -0.373
H 3.282 -0.817 -0.784 -0.354
H 2.808 -3.675 -0.133 -0.395
C -2.694 -2.868 6.204 -0.299
Cl -3.138 -1.816 4.857 -0.104
Cl -1.389 -3.975 5.760 -0.140
H -2.363 -2.252 7.034 0.326
H -3.562 -3.448 6.494 0.213
C 6.200 -2.440 -2.632 -0.356
Cl 5.439 -1.225 -3.666 -0.107
Cl 6.705 -1.746 -1.089 -0.141
H 5.486 -3.236 -2.445 0.251
H 7.073 -2.834 -3.142 0.345
C -2.136 -8.015 2.758 -0.044
Cl -2.010 -9.503 3.710 -0.192
Cl -2.658 -8.344 1.103 -0.167
H -2.861 -7.360 3.229 0.235
H -1.162 -7.532 2.724 0.144
C -1.925 1.829 -0.384 0.388
Cl -1.248 1.880 1.246 -0.149
Cl -1.287 0.490 -1.359 -0.157
H -3.001 1.720 -0.308 -0.075
H -1.683 2.759 -0.885 -0.044
C 1.516 2.002 -3.524 -0.172
Cl 1.120 3.032 -4.916 -0.145
Cl 2.786 0.845 -3.916 -0.054
H 1.858 2.630 -2.710 0.264
H 0.627 1.457 -3.226 0.124
C -0.475 5.656 -0.748 -0.251
Cl 0.316 5.547 0.828 -0.164
Cl 0.055 4.363 -1.832 -0.084
H -1.549 5.576 -0.605 0.228
H -0.230 6.613 -1.198 0.255
C 2.453 8.566 0.287 -0.129
Cl 3.488 9.353 -0.910 -0.161
Cl 0.773 9.101 0.145 -0.156
H 2.491 7.492 0.133 0.151
H 2.814 8.812 1.279 0.297
C -6.934 -2.097 4.878 -0.265
Cl -6.106 -2.264 6.431 -0.146
Cl -6.405 -3.324 3.723 -0.126
H -8.001 -2.206 5.039 0.316
H -6.715 -1.115 4.471 0.229
C 7.301 1.885 -3.607 0.212
Cl 6.538 3.100 -4.643 -0.168
Cl 7.803 2.581 -2.061 -0.171
H 6.591 1.087 -3.420 -0.142
H 8.176 1.493 -4.115 0.265
C 0.319 3.119 -8.682 0.234
Cl 1.640 3.382 -9.827 -0.162
Cl -1.001 4.267 -8.943 -0.164
H -0.062 2.112 -8.813 0.264
H 0.698 3.245 -7.675 -0.162
C -5.307 3.946 1.328 -0.290
Cl -5.282 2.871 -0.074 -0.154
Cl -3.779 4.813 1.506 -0.109
H -6.107 4.667 1.201 0.304
H -5.478 3.353 2.221 0.260
```

The value obtained for the frontier orbital gap is 6.0 eV. The spin multiplicity is 1. The calculation puts the HOMO energy at -4.49 eV. Its net charge is -1.